The following is a DFT calculation (wB97M-V/def2-TZVPD) of a single F3H3SSi2 molecule.

```
9
Properties=species:S:1:pos:R:3:forces:R:3:lowdin_charge:R:1
F 1.785 -0.419 1.858 -0.19 -0.22 -0.41 -0.315
F -1.070 1.568 0.740 0.04 -0.17 1.00 -0.176
F -0.098 1.347 -1.457 0.22 -0.31 -0.58 -0.216
Si 1.599 -0.501 0.244 -0.16 -1.35 1.03 0.526
Si -0.537 0.426 -0.220 -1.85 0.65 -1.41 0.077
S -2.527 -0.481 -0.996 1.74 0.22 0.56 0.375
H 1.354 -2.086 -0.091 0.88 2.07 0.10 -0.024
H 2.794 0.396 -0.157 -1.04 -0.98 -0.37 -0.024
H -3.302 -0.249 0.079 0.36 0.08 0.07 -0.222
```
Positions in Å, forces in eV/Å.

The calculation puts the gap between HOMO and LUMO at 9.4 eV. For the lowest unoccupied orbital energy, the calculation gives -0.6 eV. The energy relative to the best compared isomer or geometry (same formula, charge and spin) is 29.8 kcal per mole.

---

The following is a DFT calculation (wB97M-V/def2-TZVPD) of 2 unconnected molecules or ions with the total composition C9H18N4OP.

```
33
Properties=species:S:1:pos:R:3:forces:R:3:lowdin_charge:R:1
C 3.921 -0.372 -0.237 -0.57 0.47 -0.18 -0.088
C 3.464 0.317 -1.546 -0.32 -0.33 0.60 -0.232
C 2.231 1.201 -1.326 0.50 -0.24 0.30 -0.214
C 1.030 0.313 -1.010 -0.19 0.39 -0.46 -0.127
C -0.216 1.091 -0.808 -0.51 0.70 0.25 -0.259
N -0.275 2.379 -0.431 0.38 -0.34 -0.03 0.154
C -1.573 2.794 -0.337 -1.00 -0.26 -0.07 -0.024
C -2.355 1.734 -0.670 0.99 0.71 0.31 -0.040
N -1.483 0.691 -0.948 -0.93 -0.23 -0.37 -0.123
P -1.967 -0.976 -1.409 0.98 -1.69 -0.20 0.852
N -2.351 -1.620 0.121 0.66 1.42 -0.58 -0.133
O -3.419 -0.713 -2.039 -0.15 0.67 0.34 -0.244
H 3.286 -0.026 0.579 0.09 0.02 0.25 0.062
H 4.939 -0.110 0.018 0.21 -0.17 0.03 0.074
H 3.791 -1.447 -0.283 0.26 -0.19 -0.01 0.073
H 3.153 -0.461 -2.239 0.31 0.04 -0.43 0.104
H 4.279 0.895 -1.960 0.02 0.06 -0.27 0.108
H 2.039 1.807 -2.208 -0.14 0.06 -0.11 0.123
H 2.448 1.870 -0.489 -0.04 0.15 0.04 0.112
H 0.867 -0.336 -1.869 -0.07 -0.28 0.03 0.112
H 1.200 -0.310 -0.136 0.12 -0.13 0.10 0.127
H 0.536 2.942 -0.238 0.09 0.06 -0.02 0.170
H -1.881 3.776 -0.039 0.20 0.19 0.02 0.133
H -3.422 1.670 -0.729 -0.14 -0.24 -0.06 0.129
H -2.584 -0.822 0.720 -0.53 -0.51 0.39 -0.011
H -1.443 -1.914 0.478 -0.12 -0.44 0.17 0.020
H -3.525 -1.268 -2.818 -0.15 0.09 -0.19 0.063
C -1.652 -2.610 3.830 0.07 -0.28 0.17 -0.052
C -2.036 -1.328 3.263 -0.03 -0.02 0.21 -0.269
N -2.348 -0.317 2.818 0.10 0.10 -0.10 0.132
H -2.532 -3.172 4.137 -0.07 0.08 -0.03 0.094
H -1.105 -3.209 3.103 -0.01 0.06 -0.06 0.083
H -1.016 -2.470 4.702 -0.01 0.10 -0.01 0.091
```
Positions in Å, forces in eV/Å.

The calculation puts the gap between HOMO and LUMO at 10.7 eV. For the lowest unoccupied orbital energy, the calculation gives -2.4 eV. Its total charge is +1.

---

The following is a DFT calculation (wB97M-V/def2-TZVPD) of a molecular structure, C21H24Cl3FeGeN5OS2.

```
58
Properties=species:S:1:pos:R:3:forces:R:3:lowdin_spin:R:1
Fe -0.064 -0.255 -0.001 -0.16 -0.49 -0.10 1.369
C -2.730 3.865 0.945 0.01 -0.02 0.00 0.001
N -2.897 2.558 1.571 -0.01 0.00 0.02 0.001
C -3.429 2.334 2.826 -0.04 0.01 -0.02 -0.001
C -3.343 1.018 3.071 0.03 0.01 0.02 0.000
N -2.750 0.434 1.951 0.17 0.05 0.04 -0.001
C -2.465 1.403 1.047 -0.08 -0.03 -0.07 0.006
S -1.714 1.251 -0.469 0.04 0.12 0.21 0.002
C -2.456 -0.950 1.875 -0.10 -0.01 -0.05 -0.003
C -3.377 -1.805 2.461 -0.02 -0.03 0.02 0.000
C -3.089 -3.152 2.554 0.05 0.02 -0.03 -0.002
C -1.875 -3.593 2.058 -0.04 0.02 0.03 0.000
C -1.043 -2.682 1.446 0.06 -0.01 0.00 -0.003
N -1.316 -1.370 1.309 -0.04 0.01 -0.14 -0.023
H -3.393 4.566 1.442 0.01 0.00 0.00 0.000
H -2.987 3.801 -0.108 -0.01 0.01 0.00 0.000
H -1.696 4.191 1.048 0.00 0.00 -0.01 0.000
H -3.810 3.134 3.435 0.00 0.00 0.00 0.000
H -3.600 0.455 3.947 0.01 -0.03 0.00 0.000
H -4.314 -1.412 2.826 0.00 0.03 0.01 0.000
H -3.795 -3.833 3.008 0.00 -0.01 0.00 0.000
H -1.569 -4.626 2.126 -0.01 0.00 0.00 0.000
H -0.096 -3.010 1.048 -0.01 0.02 -0.02 0.000
C 4.478 -2.098 -3.876 0.00 -0.01 0.00 0.000
C 4.575 -2.272 -2.368 0.00 0.00 0.02 0.000
N 3.276 -2.582 -1.737 0.04 0.01 -0.04 -0.002
C 3.009 -3.987 -1.409 0.01 0.01 0.00 -0.001
C 2.339 -4.754 -2.539 0.00 0.00 0.00 -0.002
C 2.397 -1.604 -1.545 -0.04 0.03 -0.05 0.001
S 0.811 -2.071 -0.940 0.15 0.16 0.28 -0.052
N 2.789 -0.382 -1.901 -0.01 -0.05 0.10 -0.001
C 2.103 0.721 -1.679 -0.01 -0.06 -0.04 -0.001
O 1.033 0.845 -1.001 0.05 0.28 -0.17 -0.012
C 2.635 1.973 -2.269 0.00 -0.02 0.01 -0.001
C 1.926 3.164 -2.119 0.00 0.00 0.01 0.000
C 2.416 4.335 -2.671 0.00 -0.01 0.00 0.000
C 3.616 4.324 -3.370 0.00 0.01 0.00 0.000
C 4.327 3.141 -3.518 0.00 0.00 0.00 0.000
C 3.839 1.967 -2.971 0.00 0.00 -0.01 0.000
H 5.474 -1.928 -4.287 0.00 0.01 0.00 0.000
H 3.851 -1.244 -4.126 -0.01 0.00 0.00 0.000
H 4.065 -2.985 -4.354 0.01 0.00 0.00 0.000
H 4.969 -1.372 -1.903 0.01 -0.01 0.00 0.000
H 5.240 -3.097 -2.119 0.00 -0.01 0.00 0.000
H 2.400 -4.018 -0.508 0.00 0.00 0.00 0.000
H 3.972 -4.433 -1.164 -0.01 -0.01 0.01 0.000
H 1.412 -4.269 -2.846 -0.01 0.00 0.01 -0.001
H 2.101 -5.764 -2.206 0.01 -0.01 0.00 0.000
H 2.991 -4.833 -3.408 0.00 0.01 0.00 0.000
H 0.994 3.159 -1.572 0.00 0.00 0.00 0.000
H 1.864 5.258 -2.557 0.00 0.00 0.00 0.000
H 3.999 5.241 -3.799 0.00 0.00 0.00 0.000
H 5.263 3.135 -4.060 0.00 0.00 0.00 0.000
H 4.384 1.040 -3.075 0.00 0.00 0.00 0.000
Cl 1.721 -1.659 3.092 -0.03 -0.05 0.04 -0.047
Ge 1.316 0.090 1.907 -0.07 0.08 0.07 -0.124
Cl 3.217 1.013 1.617 0.04 0.02 -0.09 -0.047
Cl 0.191 1.438 3.202 0.01 -0.07 -0.05 -0.055
```
Positions in Å, forces in eV/Å.

The calculation puts the gap between HOMO and LUMO (alpha / beta) at 6.7 / 8.2 eV. As for the expectation value of S²: 1.06. For the lowest unoccupied orbital energy (alpha / beta), the calculation gives -4.7 / -3.2 eV. Its total charge is +1. The energy relative to the best compared isomer or geometry (same formula, charge and spin) is 0.0 kcal per mole. The spin multiplicity is 2.

---

The following is a DFT calculation (wB97M-V/def2-TZVPD) of a single C28H42N4O2 molecule.

```
76
Properties=species:S:1:pos:R:3:forces:R:3:lowdin_charge:R:1
C 3.421 2.371 0.253 0.11 0.14 -0.05 -0.048
C 3.971 1.084 0.773 -0.14 -0.06 0.07 -0.217
C 5.299 0.750 0.545 0.04 -0.06 0.02 -0.044
C 5.839 -0.436 1.008 0.02 -0.03 0.00 -0.077
C 5.049 -1.322 1.721 0.08 -0.06 0.00 -0.081
C 3.726 -1.014 1.960 -0.06 0.09 -0.01 -0.030
C 3.173 0.180 1.492 0.47 -0.40 0.06 -0.112
C 1.774 0.438 1.765 -0.60 0.86 -0.10 -0.273
N 1.113 1.548 1.608 0.79 -0.23 -0.06 0.189
C -0.165 1.289 2.026 -0.36 -0.92 0.44 -0.216
C -0.226 -0.016 2.434 -0.58 0.91 -0.13 -0.246
O 1.006 -0.552 2.273 0.24 -0.31 0.00 0.109
C -1.306 -0.875 2.974 0.37 -0.04 0.00 0.007
H -1.361 -1.789 2.387 -0.09 -0.08 -0.07 0.076
H -2.257 -0.353 2.926 -0.08 0.03 -0.01 0.084
H -1.096 -1.143 4.010 -0.07 -0.03 0.07 0.089
C -1.192 2.367 2.099 -0.08 -0.13 0.08 -0.125
N -1.814 2.721 0.824 -0.04 0.09 0.17 -0.184
C -0.812 2.954 -0.223 0.24 0.04 -0.19 -0.177
C -1.303 3.914 -1.309 -0.12 -0.09 0.02 -0.118
H -0.782 3.694 -2.242 0.05 0.07 0.01 0.125
H -1.056 4.941 -1.030 0.02 -0.01 -0.03 0.117
C -2.816 3.840 -1.533 0.01 0.07 -0.23 -0.218
C -3.216 2.501 -2.155 -0.04 0.47 0.24 -0.477
O -3.441 2.394 -3.345 0.02 -0.02 -0.46 0.057
N -3.336 1.487 -1.278 -0.02 -0.41 0.21 0.076
H -2.989 1.635 -0.335 0.01 0.07 0.01 0.106
C -3.697 0.157 -1.703 0.06 -0.21 -0.34 -0.174
H -4.159 0.262 -2.688 -0.04 -0.06 0.19 0.119
H -4.434 -0.251 -1.002 -0.01 0.00 -0.07 0.121
C -2.495 -0.784 -1.800 -0.09 0.05 0.34 -0.150
H -2.820 -1.716 -2.265 0.02 -0.05 -0.07 0.110
H -1.743 -0.323 -2.441 0.01 -0.01 -0.10 0.115
C -1.905 -1.074 -0.412 -0.09 0.02 -0.32 -0.208
N -0.783 -1.989 -0.355 -0.05 0.02 0.01 -0.158
C -1.103 -3.353 -0.727 0.18 -0.10 0.33 -0.172
H -2.029 -3.640 -0.220 -0.04 -0.02 -0.05 0.129
C 0.032 -4.284 -0.298 -0.09 -0.21 -0.37 -0.362
C -0.302 -5.736 -0.623 0.04 0.28 0.13 -0.073
H 0.508 -6.391 -0.312 0.06 -0.12 0.01 0.075
H -1.212 -6.045 -0.113 -0.11 -0.11 0.03 0.074
H -0.451 -5.860 -1.694 -0.02 -0.06 -0.14 0.079
C 1.321 -3.839 -0.988 -0.15 0.22 0.47 -0.145
C 1.609 -2.372 -0.674 0.12 0.04 -0.42 -0.353
C 2.859 -1.887 -1.400 -0.23 -0.06 0.19 -0.056
H 3.057 -0.842 -1.171 0.10 0.15 -0.01 0.067
H 2.736 -1.987 -2.477 0.02 -0.01 -0.16 0.082
H 3.726 -2.470 -1.097 0.14 -0.04 0.00 0.079
C 0.396 -1.524 -1.059 0.22 -0.10 0.31 -0.158
H 0.575 -0.482 -0.781 0.00 0.10 -0.04 0.122
H 0.267 -1.568 -2.155 0.02 0.04 -0.02 0.133
H 1.760 -2.272 0.405 -0.05 0.01 0.00 0.120
H 2.157 -4.461 -0.660 0.07 -0.07 -0.05 0.122
H 1.213 -3.965 -2.068 0.01 -0.04 -0.13 0.127
H 0.164 -4.179 0.784 -0.03 0.04 0.00 0.142
H -1.259 -3.463 -1.815 -0.04 -0.04 -0.01 0.130
H -2.695 -1.492 0.221 -0.05 0.07 0.05 0.120
H -1.574 -0.136 0.041 -0.07 0.06 0.06 0.096
C -3.552 4.130 -0.214 0.06 0.07 0.15 -0.124
C -2.658 3.894 1.006 -0.26 0.11 0.02 -0.192
H -3.287 3.729 1.886 0.09 0.06 0.00 0.122
H -2.045 4.789 1.207 0.00 -0.04 0.06 0.127
H -4.442 3.503 -0.148 -0.01 0.07 0.03 0.114
H -3.884 5.170 -0.197 -0.03 -0.01 -0.01 0.115
H -3.084 4.592 -2.280 -0.01 -0.20 0.06 0.143
H -0.571 1.981 -0.663 0.11 0.06 0.01 0.109
H 0.113 3.354 0.213 -0.05 -0.06 -0.05 0.114
H -0.695 3.251 2.538 -0.09 -0.06 -0.01 0.135
H -1.990 2.049 2.777 0.08 0.12 0.02 0.124
H 3.103 -1.694 2.521 -0.04 -0.07 0.03 0.117
H 5.463 -2.249 2.089 0.03 -0.08 0.03 0.104
H 6.876 -0.668 0.813 0.08 -0.02 -0.02 0.103
H 5.923 1.437 -0.009 0.02 0.08 -0.05 0.110
H 4.175 2.909 -0.317 0.08 0.01 -0.05 0.077
H 3.080 2.992 1.078 -0.05 0.11 -0.06 0.082
H 2.555 2.186 -0.380 -0.08 0.09 -0.05 0.075
```
Positions in Å, forces in eV/Å.

The calculation puts the gap between HOMO and LUMO at 8.9 eV. For the lowest unoccupied orbital energy, the calculation gives 0.6 eV. The energy relative to the best compared isomer or geometry (same formula, charge and spin) is 0.0 kcal per mole.

---

The following is a DFT calculation (wB97M-V/def2-TZVPD) of a gas-phase ion, C2H2NO3S (charge -1).

```
9
Properties=species:S:1:pos:R:3:forces:R:3:lowdin_spin:R:1
C 0.277 0.938 -0.087 0.15 2.00 1.22 0.090
C 1.007 -0.388 -0.085 0.13 -0.38 0.05 0.114
N -1.004 0.808 -0.013 -0.20 3.47 0.41 0.141
O 0.976 1.984 -0.022 -0.85 -1.60 -0.29 0.074
O -2.630 -0.789 0.813 -1.89 -1.03 2.56 0.300
O 0.291 -1.422 -0.440 0.21 -2.14 -0.86 0.711
S -1.887 -0.409 -0.366 -1.10 -0.75 -2.91 0.523
H 1.750 -0.126 -0.756 2.73 -0.18 -0.96 0.006
H 1.220 -0.595 0.954 0.82 0.61 0.79 0.042
```
Positions in Å, forces in eV/Å.

The calculation puts the gap between HOMO and LUMO (alpha / beta) at 5.8 / 6.8 eV. As for the expectation value of S²: 2.01. For the lowest unoccupied orbital energy (alpha / beta), the calculation gives 3.9 / 1.8 eV. Its total charge is -1. The energy relative to the best compared isomer or geometry (same formula, charge and spin) is 12.1 kcal per mole. The spin multiplicity is 3.

---

Electronic energy / eV: -34796.14312, -26917.11750, -181805.46798, -39774.81567, -20571.51672